One molecule with the formula C13H10N4O3S in a non-equilibrium geometry. Source: OMol25; level of theory: the ωB97M-V functional and the def2-TZVPD basis.

Its energy is -1344.27701 hartree. For the HOMO-LUMO gap, the calculation gives 9.17 eV. Its SMILES is Cc1nsc2[nH]c(=O)n(/N=C/c3ccc(O)cc3)c(=O)c12. The calculation puts the relative energy (zero: lowest compared OMol25 entry of this formula, charge and spin) at 1.250 eV. The strongest force on any atom is 5.5 eV Å⁻¹.

```
! RIJCOSX wB97M-V def2-TZVPD def2/J DEFGRID3
* xyz 0 1
O -1.202 0.019 -1.512
O 1.283 3.316 0.480
N -2.370 2.915 -4.272
N 0.375 0.663 0.767
O 2.149 -4.014 4.845
S -1.314 4.180 -3.797
C -0.851 1.158 -1.306
C 0.543 2.818 -0.395
C -2.239 1.860 -3.507
C -1.352 2.079 -2.343
C -0.918 3.353 -2.303
C 0.645 -0.576 0.607
C 1.168 -3.700 2.706
C 2.162 -1.827 3.828
C 0.800 -2.778 1.665
C 1.742 -0.918 2.786
C 1.865 -3.158 3.780
C 1.042 -1.444 1.686
N -0.051 3.690 -1.271
N 0.060 1.535 -0.316
C -2.824 0.546 -3.950
H 1.892 -4.899 4.624
H 0.530 -1.047 -0.385
H 0.651 -4.703 2.528
H 2.531 -1.334 4.758
H 0.238 -3.241 0.824
H 1.857 0.145 2.886
H 0.394 4.601 -1.342
H -1.980 -0.034 -3.935
H -3.282 0.601 -4.937
H -3.546 0.193 -3.199
*
```

---

C13H11AuBrN3OS2 as an isolated structure. Source: OMol25; level of theory: the ωB97M-V functional and the def2-TZVPD basis.

As for the expectation value of S²: 0.765. Its energy is -4247.56440 hartree. For the HOMO-LUMO gap (alpha / beta), the calculation gives 4.38 / 7.42 eV. The calculation puts the relative energy (zero: lowest compared OMol25 entry of this formula, charge and spin) at 0.098 eV. The strongest force on any atom is 0.3 eV Å⁻¹.

```
! RIJCOSX wB97M-V def2-TZVPD def2/J DEFGRID3
* xyz -1 2
Au -0.894 2.136 0.441
O 2.055 1.679 -0.634
N 2.628 2.090 0.434
C 3.814 1.527 0.793
C 4.508 1.907 1.912
C 3.981 2.902 2.728
C 2.770 3.455 2.374
C 2.072 3.067 1.227
S 0.579 3.847 0.797
H 4.146 0.770 0.099
H 5.447 1.419 2.136
H 4.495 3.223 3.624
H 2.302 4.214 2.986
Br -4.446 -3.472 -0.500
C -3.817 -1.674 -0.385
C -3.784 -1.026 0.875
C -3.042 0.107 1.030
N -2.272 0.661 0.029
C -2.241 -0.035 -1.162
C -2.960 -1.166 -1.395
H -4.353 -1.405 1.714
H -3.030 0.629 1.977
H -1.584 0.366 -1.922
H -2.869 -1.663 -2.352
S 2.033 -3.051 -0.181
C 0.407 -3.402 0.245
C -0.271 -2.246 0.451
N 0.464 -1.097 0.287
C 1.683 -1.365 -0.041
H 0.038 -4.412 0.305
H -1.318 -2.166 0.707
H 2.418 -0.589 -0.222
*
```

---

C13H11BF10GaN3O4S4SeSi as an isolated structure. Source: OMol25; level of theory: the ωB97M-V functional and the def2-TZVPD basis.

Its energy is -8199.73332 hartree. For the HOMO-LUMO gap, the calculation gives 7.70 eV. The calculation puts the relative energy (zero: lowest compared OMol25 entry of this formula, charge and spin) at 0.160 eV. The strongest force on any atom is 0.3 eV Å⁻¹.

```
! RIJCOSX wB97M-V def2-TZVPD def2/J DEFGRID3
* xyz -2 1
Ga 0.497 -0.107 0.055
F 3.682 1.078 -4.388
C 3.297 0.405 -3.297
F 2.008 0.097 -3.431
F 4.008 -0.726 -3.239
S 3.576 1.409 -1.775
O 3.110 0.586 -0.692
O 4.959 1.771 -1.842
N 2.662 2.654 -2.083
S 1.237 2.891 -1.475
O 0.558 1.687 -0.997
O 0.487 3.748 -2.329
C 1.581 3.863 0.084
F 0.696 3.608 1.019
F 2.803 3.561 0.542
F 1.562 5.168 -0.205
S -1.629 -0.512 -0.597
C -1.302 -1.890 -1.619
C -2.367 -2.404 -2.364
C -2.220 -3.498 -3.202
C -3.351 -3.992 -3.937
N -4.259 -4.389 -4.522
C -0.964 -4.113 -3.322
C 0.103 -3.609 -2.591
C -0.036 -2.518 -1.736
S 1.374 -2.008 -0.829
C -0.769 -5.247 -4.178
N -0.608 -6.163 -4.855
H -3.337 -1.932 -2.279
H 1.072 -4.081 -2.686
F -2.059 3.743 0.187
B -2.517 2.850 1.157
F -3.750 2.292 0.782
F -2.663 3.515 2.398
F -1.571 1.795 1.314
C 0.671 -0.841 5.047
Si -0.177 0.124 3.662
C -1.647 -0.879 3.101
C -0.654 1.774 4.382
Se 1.494 0.346 2.108
H 0.000 -0.941 5.906
H 1.576 -0.329 5.379
H 0.954 -1.840 4.709
H -2.247 -1.136 3.981
H -1.329 -1.807 2.622
H -2.266 -0.317 2.404
H -1.319 1.619 5.239
H -1.168 2.403 3.656
H 0.241 2.291 4.736
*
```

---

C13H11BeI2N2O5S as an isolated structure in a non-equilibrium geometry. Source: OMol25; level of theory: the ωB97M-V functional and the def2-TZVPD basis.

Its energy is -1996.31031 hartree. For the HOMO-LUMO gap, the calculation gives 7.45 eV. The strongest force on any atom is 2.0 eV Å⁻¹.

```
! RIJCOSX wB97M-V def2-TZVPD def2/J DEFGRID3
* xyz -1 1
Be -0.296 1.384 -1.584
I -0.518 0.479 5.595
C -0.795 0.748 3.514
C -2.044 0.539 2.961
C -2.176 0.729 1.606
I -3.992 0.383 0.617
C -1.136 1.143 0.762
O -1.390 1.321 -0.493
C 0.129 1.322 1.370
C 1.289 1.713 0.501
N 1.322 0.860 -0.675
C 1.809 -0.487 -0.408
C 0.713 -1.515 -0.517
C 0.841 -2.805 -0.003
C -0.198 -3.697 -0.201
C -1.320 -3.278 -0.902
C -1.351 -1.972 -1.370
N -0.363 -1.127 -1.172
C 0.280 1.122 2.729
H -2.879 0.219 3.565
H 2.229 1.654 1.071
H 1.148 2.738 0.149
H 1.860 1.277 -1.458
H 2.272 -0.548 0.589
H 2.573 -0.744 -1.152
H 1.735 -3.098 0.529
H -0.130 -4.706 0.181
H -2.146 -3.947 -1.080
H -2.190 -1.573 -1.921
H 1.250 1.272 3.183
O 0.536 2.878 -4.491
S 0.731 2.152 -3.270
O 2.105 1.683 -3.078
O 0.319 2.910 -2.028
O -0.220 0.968 -3.117
*
```

---

A 3-piece molecular cluster, C13H11BrF16N5O3 overall in a non-equilibrium geometry. Source: OMol25; level of theory: the ωB97M-V functional and the def2-TZVPD basis.

Its energy is -5172.94135 hartree. For the HOMO-LUMO gap, the calculation gives 8.34 eV. The strongest force on any atom is 2.8 eV Å⁻¹.

```
! RIJCOSX wB97M-V def2-TZVPD def2/J DEFGRID3
* xyz 1 1
N -2.186 -2.213 2.266
C -2.578 -2.810 1.341
O -2.866 -3.245 0.137
N -2.758 -2.216 -0.769
C -1.612 -1.836 -1.344
N -1.568 -0.812 -2.190
C -0.316 -0.726 -2.541
N 0.422 -1.630 -1.953
N -0.412 -2.373 -1.179
Br 0.230 -3.802 -0.208
H -3.605 -1.722 -1.006
H 0.064 0.008 -3.233
H 1.416 -1.769 -2.049
C 2.106 4.488 -5.211
C 1.605 3.292 -4.375
C 2.171 1.906 -4.689
F 1.868 1.480 -5.917
F 1.612 0.997 -3.812
F 0.255 3.250 -4.396
F 1.971 3.542 -3.087
O 1.288 4.961 -6.271
C 1.373 4.444 -7.554
C 0.053 3.807 -7.998
F -0.297 2.797 -7.171
F 0.197 3.299 -9.238
F 2.415 3.601 -7.685
F 1.608 5.481 -8.376
H 2.115 5.321 -4.510
H 3.143 4.361 -5.523
H 3.255 1.880 -4.557
H -0.746 4.551 -8.001
C -1.062 -2.204 5.396
C 0.213 -3.053 5.578
C 0.175 -4.222 6.567
F -0.040 -3.815 7.827
F 1.374 -4.852 6.544
F 1.256 -2.244 5.851
F 0.463 -3.615 4.352
O -1.139 -0.953 6.071
C -1.628 -0.841 7.362
C -0.572 -0.295 8.327
F 0.504 -1.102 8.373
F -1.098 -0.226 9.568
F -2.169 -1.993 7.793
F -2.629 0.062 7.317
H -1.053 -1.922 4.346
H -1.970 -2.793 5.526
H -0.597 -4.944 6.285
H -0.251 0.701 8.014
*
```

---

C13H11F2N6O4OsS as an isolated structure in a non-equilibrium geometry. Source: OMol25; level of theory: the ωB97M-V functional and the def2-TZVPD basis.

Its energy is -1819.74441 hartree. For the HOMO-LUMO gap (alpha / beta), the calculation gives 5.83 / 5.85 eV. The calculation puts the relative energy (zero: lowest compared OMol25 entry of this formula, charge and spin) at 5.344 eV. The strongest force on any atom is 4.4 eV Å⁻¹.

```
! RIJCOSX wB97M-V def2-TZVPD def2/J DEFGRID3
* xyz 1 1
Os 0.013 0.128 0.340
N -1.802 2.859 3.224
C -1.003 2.012 2.582
S -0.196 2.543 1.108
N -0.715 0.852 3.097
N -0.033 -0.037 2.421
C 0.755 -0.868 3.151
C 1.520 -1.807 2.624
C 2.392 -2.681 2.196
C 3.695 -2.339 1.668
C 4.008 -1.279 0.891
C 3.106 -0.325 0.275
N 1.859 -0.224 0.397
H -1.992 3.776 2.856
H -2.283 2.558 4.059
H 0.754 -0.701 4.226
H 2.173 -3.743 2.249
H 4.477 -3.055 1.889
H 5.040 -1.180 0.580
H 3.633 0.362 -0.408
O -3.921 1.139 -3.850
C -2.734 1.157 -4.383
O -2.521 1.349 -5.552
C -1.553 0.940 -3.473
C -0.231 0.950 -3.900
N 0.542 0.712 -2.836
N -0.195 0.543 -1.734
C -1.473 0.680 -2.093
C -2.509 0.594 -0.990
O -3.689 0.749 -1.254
O -2.000 0.397 0.156
H -3.964 0.972 -2.862
H 0.153 1.131 -4.884
H 1.551 0.661 -2.806
F -1.491 -2.132 1.215
C -0.526 -1.917 0.312
F -1.081 -2.075 -0.915
H 0.240 -2.702 0.425
*
```

---

C13H11IN4OPtS as an isolated structure in a non-equilibrium geometry. Source: OMol25; level of theory: the ωB97M-V functional and the def2-TZVPD basis.

Its energy is -1611.40661 hartree. For the HOMO-LUMO gap (alpha / beta), the calculation gives 6.89 / 6.57 eV. The calculation puts the relative energy (zero: lowest compared OMol25 entry of this formula, charge and spin) at 1.035 eV. The strongest force on any atom is 2.2 eV Å⁻¹.

```
! RIJCOSX wB97M-V def2-TZVPD def2/J DEFGRID3
* xyz 0 1
Pt 1.523 -0.920 -1.175
N 4.861 -2.596 1.052
C 3.819 -1.881 0.548
S 3.477 -2.118 -1.158
N 3.202 -1.077 1.352
N 2.208 -0.348 0.745
C 1.449 0.338 1.508
C 0.394 1.221 1.057
C -0.457 1.769 2.026
C -1.474 2.635 1.693
C -1.638 2.983 0.349
C -0.809 2.462 -0.622
C 0.230 1.565 -0.304
O 1.031 1.125 -1.250
H 5.241 -3.353 0.517
H 5.059 -2.531 2.034
H 1.627 0.250 2.578
H -0.299 1.494 3.064
H -2.122 3.049 2.453
H -2.425 3.673 0.066
H -0.914 2.745 -1.663
I -0.308 -3.057 0.638
C -1.358 -1.767 -0.620
C -2.732 -1.655 -0.498
C -3.395 -0.773 -1.336
C -2.671 -0.044 -2.262
C -1.304 -0.218 -2.319
N -0.650 -1.066 -1.515
H -3.260 -2.243 0.238
H -4.468 -0.659 -1.260
H -3.151 0.661 -2.925
H -0.686 0.337 -3.011
*
```